Entry 1:
Computed, not measured: C30H35Br2HoN3OP as an isolated structure in a non-equilibrium geometry, with ωB97M-V/def2-TZVPD.

XYZ file:
```
73
Properties=species:S:1:pos:R:3:mulliken_spin:R:1
Ho -0.662 0.336 0.280 4.092
Br -3.714 -3.756 6.117 0.000
C -2.769 -2.591 4.961 -0.001
C -1.933 -1.539 5.445 0.001
C -1.222 -0.706 4.583 0.000
C -1.371 -0.808 3.183 -0.003
O -0.831 0.124 2.410 -0.016
C -2.214 -1.870 2.686 0.008
C -2.456 -2.088 1.307 -0.002
N -1.794 -1.575 0.275 -0.023
C -2.041 -2.019 -1.052 -0.012
C -2.463 -3.322 -1.333 0.000
C -2.784 -3.706 -2.663 0.000
C -2.683 -2.805 -3.693 0.000
C -2.146 -1.497 -3.464 0.000
C -1.967 -0.556 -4.524 0.000
C -1.518 0.729 -4.251 0.000
C -1.194 1.033 -2.924 0.000
N -1.346 0.169 -1.904 -0.010
C -1.814 -1.094 -2.146 0.006
C -2.893 -2.776 3.596 0.000
H -1.877 -1.352 6.519 0.000
H -0.562 0.026 5.039 0.000
H -3.318 -2.703 1.037 0.000
H -2.557 -3.980 -0.488 0.000
H -3.166 -4.706 -2.814 0.000
H -3.023 -3.032 -4.691 0.000
H -2.188 -0.846 -5.556 0.000
H -1.450 1.495 -5.024 0.000
H -0.798 2.004 -2.656 0.000
H -3.507 -3.577 3.197 0.000
Br -5.498 5.067 0.726 0.000
C -4.038 3.886 0.517 0.000
C -4.254 2.499 0.600 0.000
C -3.152 1.683 0.604 -0.006
N -1.910 2.165 0.448 -0.011
C -1.679 3.499 0.294 0.001
C -2.724 4.390 0.315 0.000
H -5.245 2.114 0.764 0.000
H -3.226 0.609 0.846 -0.002
H -0.651 3.818 0.252 -0.001
H -2.558 5.456 0.297 0.000
C 4.892 0.053 1.133 0.000
C 3.499 -0.619 1.001 -0.002
C 2.959 -0.883 2.391 0.000
P 2.230 0.247 -0.072 -0.016
C 2.980 1.981 -0.259 -0.001
C 2.492 2.799 -1.458 0.001
C 2.792 2.860 0.986 -0.001
C 2.596 -0.479 -1.778 -0.001
C 4.085 -0.456 -2.172 0.000
C 2.123 -1.923 -1.980 -0.001
H 5.575 -0.653 1.641 0.000
H 4.812 0.949 1.775 0.000
H 5.354 0.347 0.187 0.000
H 3.641 -1.580 0.455 0.000
H 2.528 0.006 2.879 0.000
H 3.775 -1.237 3.008 0.000
H 2.176 -1.672 2.358 0.000
H 4.053 1.804 -0.411 0.000
H 1.434 3.120 -1.312 0.000
H 2.551 2.263 -2.397 0.000
H 3.080 3.724 -1.519 0.000
H 1.753 3.243 1.042 0.001
H 3.411 3.769 0.964 0.000
H 2.994 2.333 1.928 0.000
H 2.051 0.171 -2.500 0.000
H 4.657 -1.246 -1.655 0.000
H 4.600 0.491 -1.989 0.000
H 4.137 -0.653 -3.263 0.000
H 2.566 -2.640 -1.265 0.000
H 2.352 -2.247 -3.002 0.000
H 1.046 -2.073 -1.829 0.001
```

Summary:
**Total charge**: +2
**Max |F|**: 0.0533 Eh/bohr
**Gap between HOMO and LUMO (spin up / spin down)**: 6.78 / 6.78 eV
**Multiplicity**: 5
**DFT total energy**: -7840.7159 hartree

---

Entry 2:
Computed, not measured: an isolated ion of composition C5H10NO and charge -2 in a non-equilibrium geometry, with ωB97M-V/def2-TZVPD.

XYZ file:
```
17
Properties=species:S:1:pos:R:3:mulliken_spin:R:1
C 2.425 0.111 -0.336 0.030
O 3.606 0.199 0.304 -0.005
C 1.171 0.241 0.585 0.036
C -0.105 0.417 -0.319 1.773
C -1.467 -0.070 0.062 -0.875
C -2.589 0.511 -0.352 1.016
N -1.493 -1.229 0.949 0.779
H 2.334 0.846 -1.183 -0.027
H 2.259 -0.907 -0.804 -0.008
H 1.067 -0.677 1.170 0.037
H 1.335 1.088 1.259 -0.095
H 0.211 -0.093 -1.246 0.052
H -0.101 1.471 -0.616 0.327
H -3.564 0.126 -0.080 -1.099
H -2.519 1.501 -0.777 -0.712
H -0.569 -1.639 1.029 -0.264
H -2.001 -1.897 0.355 0.037
```

Summary:
**Total charge**: -2
**Max |F|**: 0.0346 Eh/bohr
**Relative energy (zero: lowest compared OMol25 entry of this formula, charge and spin)**: 0.233 eV
**Gap between HOMO and LUMO (spin up / spin down)**: 3.01 / 6.79 eV
**Multiplicity**: 2
**DFT total energy**: -326.3177 hartree

---

Entry 3:
Computed, not measured: a single C6H6O2 molecule in a non-equilibrium geometry, with ωB97M-V/def2-TZVPD.

XYZ file:
```
14
Properties=species:S:1:pos:R:3:lowdin_charge:R:1
O 2.494 -1.209 -0.308 0.161
C 2.011 -0.175 -0.052 -0.504
O 2.620 1.006 0.094 0.109
C 0.492 0.010 0.071 -0.174
C -0.233 1.105 -0.128 -0.008
C -1.668 0.699 -0.171 -0.069
C -1.733 -0.608 -0.070 -0.093
C -0.384 -1.135 0.238 -0.151
H 1.981 1.743 0.299 0.126
H -0.082 2.139 -0.100 0.095
H -2.593 1.254 -0.282 0.106
H -2.575 -1.225 -0.166 0.093
H -0.237 -1.754 1.147 0.155
H -0.092 -1.850 -0.573 0.155
```

Summary:
**Total charge**: 0
**Max |F|**: 0.0928 Eh/bohr
**Relative energy (zero: lowest compared OMol25 entry of this formula, charge and spin)**: 0.440 eV
**Gap between HOMO and LUMO**: 9.79 eV
**SMILES**: O=C(O)C1=CC=CC1
**DFT total energy**: -382.6696 hartree